Record 1
Below is 2 unconnected molecules or ions with the total composition C3H5NO2 at a distorted geometry, with properties calculated with wB97M-V/def2-TZVPD.

Structure (XYZ):
```
11
Properties=species:S:1:pos:R:3:mulliken_charge:R:1
C 2.46206 1.20164 -2.16931 -0.22
N 1.61305 1.48236 -2.90629 0.47
O 0.81271 1.82594 -3.70450 -0.60
H 3.02031 0.99016 -1.26696 0.36
C -0.82156 -0.71766 0.17863 -0.91
C 0.58342 -0.70381 0.73106 0.23
O 1.36021 0.17803 0.85142 -0.44
H -1.46144 -0.52847 1.02019 0.30
H -1.14422 -1.66758 -0.16757 0.34
H -1.03394 0.18075 -0.36110 0.30
H 0.92203 -1.88764 0.85045 0.18
```

Energy relative to the best compared isomer or geometry (same formula, charge and spin) in kcal per mole: 106.8
Max |F| in eV/Å: 4.75
Spin multiplicity: 1
SMILES: C#[N+][O-].CC=O
HOMO in Ha: -0.36683

***

Record 2
Below is 2 unconnected molecules or ions with the total composition C3H5NO2 at a distorted geometry, with properties calculated with wB97M-V/def2-TZVPD.

Structure (XYZ):
```
11
Properties=species:S:1:pos:R:3:mulliken_charge:R:1
N -1.22170 -1.88513 -0.14955 -0.10
C -1.92938 -1.01094 -0.46727 -0.25
O -0.55391 1.64351 -0.42889 -0.45
C 0.32394 1.03046 0.47735 -0.47
C 1.24966 0.04918 -0.21508 0.14
O 1.69128 -0.95107 0.30351 -0.50
H -0.54014 -2.56085 0.13795 0.33
H -1.27625 1.02222 -0.61015 0.32
H -0.18185 0.51519 1.30428 0.31
H 0.94598 1.82272 0.91146 0.32
H 1.49237 0.32471 -1.26361 0.35
```

Energy relative to the best compared isomer or geometry (same formula, charge and spin) in kcal per mole: 60.4
Max |F| in eV/Å: 1.13
Spin multiplicity: 1
HOMO in Ha: -0.36525

***

Record 3
Below is a molecular structure, C3H5NO2 at a distorted geometry, with properties calculated with wB97M-V/def2-TZVPD.

Structure (XYZ):
```
11
Properties=species:S:1:pos:R:3:mulliken_charge:R:1
N -1.32833 1.65783 0.44755 -0.78
C -0.61315 0.66780 0.07546 0.77
C 0.52471 0.47628 -0.93520 -0.43
O 1.01968 -0.78948 -0.82144 -0.36
C 0.61350 -1.19506 0.47671 0.00
O -0.62502 -0.57794 0.71026 -0.37
H -1.53090 1.53542 1.43900 0.26
H -0.82421 0.40336 -1.24469 0.06
H 0.90940 0.95396 -1.83746 0.42
H 0.49695 -2.27663 0.48017 0.22
H 1.35737 -0.85553 1.20963 0.23
```

Energy relative to the best compared isomer or geometry (same formula, charge and spin) in kcal per mole: 106.1
Max |F| in eV/Å: 3.04
Spin multiplicity: 1
HOMO in Ha: -0.31275

***

Record 4
Below is a molecular structure, C3H5NO2 at a distorted geometry, with properties calculated with wB97M-V/def2-TZVPD.

Structure (XYZ):
```
11
Properties=species:S:1:pos:R:3:mulliken_charge:R:1
N -0.96171 0.47339 -1.28888 -0.55
C -0.03366 0.48069 -0.19477 0.09
C -0.18461 -0.12747 1.35764 -0.34
O 1.23957 -0.43055 1.24777 -0.35
C 1.09601 -0.52588 -0.13729 0.48
O 1.44528 -1.39940 -0.88318 -0.54
H -1.15510 -0.45723 -1.63045 0.25
H -0.76499 1.08606 -2.08336 0.25
H 0.40153 1.49796 -0.14011 0.27
H -0.44065 0.53482 2.19823 0.22
H -0.64168 -1.13239 1.55439 0.23
```

Energy relative to the best compared isomer or geometry (same formula, charge and spin) in kcal per mole: 45.9
Max |F| in eV/Å: 1.48
Spin multiplicity: 1
HOMO in Ha: -0.35774

***

Number 1: gap between HOMO and LUMO 10.90 eV. Number 2: gap between HOMO and LUMO 10.76 eV. Number 3: gap between HOMO and LUMO 9.21 eV. Number 4: gap between HOMO and LUMO 10.59 eV.